{"formula": "C31H33AsN3S4SeV", "method": "wB97M-V/def2-TZVPD", "symbols": ["Se", "As", "V", "S", "S", "S", "S", "N", "N", "N", "C", "C", "C", "C", "C", "C", "C", "C", "C", "C", "C", "C", "C", "C", "C", "C", "C", "C", "C", "C", "C", "C", "C", "C", "C", "C", "C", "C", "C", "C", "C", "H", "H", "H", "H", "H", "H", "H", "H", "H", "H", "H", "H", "H", "H", "H", "H", "H", "H", "H", "H", "H", "H", "H", "H", "H", "H", "H", "H", "H", "H", "H", "H", "H"], "xyz": [[-0.064, -1.533, 0.296], [-0.115, -1.700, -4.306], [0.180, -0.131, -2.037], [0.903, -2.209, -2.282], [-0.641, 0.567, -4.072], [1.279, -1.835, -5.809], [-2.000, -2.708, -4.167], [-0.798, 1.290, -0.934], [-1.030, 1.743, 1.377], [1.083, 1.763, 0.354], [-4.450, 0.780, -1.153], [-0.710, 2.703, 2.359], [-1.540, 3.675, -2.637], [1.813, 0.858, -1.811], [-0.251, 3.329, 4.612], [3.375, 2.133, -0.450], [-3.092, 0.507, -1.041], [-0.265, 1.594, 0.234], [2.476, -3.065, 1.212], [-0.001, 4.653, 4.166], [1.325, -3.953, 0.876], [-0.828, 0.893, 4.303], [2.808, 0.892, -2.815], [-2.510, 2.595, -2.201], [1.424, -5.355, 1.142], [-0.630, -5.697, -0.023], [-0.768, -4.385, -0.245], [-0.631, 2.299, 3.744], [3.691, 2.738, 0.916], [-3.843, 2.686, -2.547], [0.413, -7.704, 1.032], [-1.927, -3.808, -0.963], [-0.142, 4.992, 2.853], [4.254, 2.202, -1.490], [3.910, 1.718, -2.762], [-4.790, 1.884, -1.946], [0.422, -6.250, 0.727], [-0.622, 4.031, 1.951], [-2.128, 1.467, -1.392], [0.178, -3.457, 0.284], [2.101, 1.506, -0.628], [-0.335, 3.095, 5.685], [-0.744, 4.305, 0.906], [-4.228, 3.377, -3.283], [-5.797, 2.223, -2.139], [4.784, 2.905, 0.966], [2.753, 0.236, -3.727], [-1.428, -6.386, -0.428], [-1.771, 3.881, -3.708], [2.693, -2.360, 0.380], [-1.683, -3.638, -2.026], [3.406, -3.552, 1.470], [-1.658, 4.610, -2.077], [-2.213, -2.846, -0.480], [3.239, 3.726, 1.035], [2.271, -2.421, 2.089], [5.254, 2.668, -1.299], [0.141, 5.979, 2.449], [1.473, 2.104, 1.223], [3.391, 2.032, 1.706], [-5.185, 0.206, -0.640], [4.474, 1.930, -3.715], [1.269, -7.997, 1.672], [0.439, -8.398, 0.149], [-0.488, -8.066, 1.627], [-2.816, -4.520, -0.978], [-0.518, 3.345, -2.531], [0.347, 5.317, 4.947], [-1.864, 1.171, 1.461], [-2.754, -0.415, -0.593], [0.005, 0.618, 4.953], [-0.916, 0.130, 3.501], [2.288, -5.743, 1.695], [-1.687, 0.776, 4.988]], "forces_ev_per_angstrom": [[-0.6, 0.6, 0.4], [-1.3, -0.3, 0.0], [-1.1, -1.8, -0.2], [0.1, 0.5, -1.6], [0.6, -1.0, 1.0], [0.4, -0.2, -0.5], [0.8, 0.5, -0.6], [1.3, -0.1, 0.0], [0.3, 0.1, -0.7], [0.7, -0.4, -0.1], [0.6, 1.3, -1.2], [-1.1, -0.8, 1.2], [-0.7, -0.3, -0.7], [1.8, 0.1, 0.1], [-1.1, 0.1, -0.2], [-1.2, -0.2, 1.5], [0.1, 0.5, 0.5], [-0.9, 0.1, -0.5], [0.3, 1.4, 0.4], [0.3, -1.3, 1.6], [0.4, -1.4, 0.3], [-0.2, -0.3, -0.5], [-0.1, -0.6, -1.5], [1.0, -0.7, 1.1], [-0.6, -0.1, -0.3], [-0.6, -2.9, 0.0], [-0.2, 3.0, 0.4], [0.6, 1.2, -0.5], [0.9, -0.3, -0.7], [0.0, -0.3, 0.2], [-0.1, -2.0, 0.9], [-1.5, -0.6, -0.2], [-0.1, 0.4, -1.2], [1.2, 0.9, -0.6], [0.5, -0.3, -0.3], [-0.5, -0.4, 0.3], [0.2, 1.4, -0.3], [1.3, 0.0, 0.6], [-1.4, 0.8, 0.3], [0.2, -0.3, -0.3], [-0.3, 1.5, -0.5], [0.6, 0.3, -0.5], [-0.1, -0.3, 0.1], [0.4, 0.5, 0.1], [-0.4, -0.6, 0.2], [-0.5, -0.2, 0.2], [-0.6, 0.9, 0.8], [0.9, 0.7, 0.5], [0.4, 0.0, 0.7], [-0.2, -0.4, 0.4], [-0.1, 0.2, 0.5], [0.1, -0.7, -0.1], [-0.1, -0.2, 0.0], [0.0, -0.7, -0.6], [-0.3, -0.2, 0.2], [-0.2, -0.1, -0.4], [-1.0, -0.2, -0.3], [-0.4, -0.5, 0.5], [-0.7, -0.3, 0.1], [0.2, 0.5, 0.0], [-0.4, -0.6, 0.0], [-0.2, -0.5, 1.4], [-0.2, 0.2, -0.4], [0.0, 0.9, 0.5], [0.8, 0.8, -0.7], [1.0, 0.8, 0.2], [0.4, -0.1, -0.1], [0.0, 0.4, -0.3], [0.3, 0.2, -0.3], [0.1, -0.1, 0.3], [0.3, 0.1, -0.3], [0.1, 0.4, 0.5], [-0.2, 0.2, -0.2], [0.0, 0.4, -0.6]], "lumo_ev": [1.85, 2.07], "orbital_gap_ev": [6.17, 6.41], "multiplicity": 2, "charge": -1, "largest_force_ev_per_a": 3.0}

{"formula": "C31H33BrFN2OTeW", "method": "wB97M-V/def2-TZVPD", "symbols": ["W", "Te", "Br", "F", "O", "N", "N", "C", "C", "C", "C", "C", "C", "C", "C", "C", "C", "C", "C", "C", "C", "C", "C", "C", "C", "C", "C", "C", "C", "C", "C", "C", "C", "C", "C", "C", "C", "C", "H", "H", "H", "H", "H", "H", "H", "H", "H", "H", "H", "H", "H", "H", "H", "H", "H", "H", "H", "H", "H", "H", "H", "H", "H", "H", "H", "H", "H", "H", "H", "H", "H"], "xyz": [[-1.212, -0.134, 0.293], [-3.131, -2.050, 0.221], [1.250, -0.214, 1.506], [-0.290, -0.449, -1.319], [-2.823, 0.554, -0.814], [-0.213, 1.655, 0.336], [-2.668, 0.572, 1.394], [-0.950, -2.610, 2.825], [-5.412, 1.646, 1.503], [-1.628, -4.966, 3.199], [-5.124, 2.124, -0.860], [0.254, 3.942, -0.265], [-3.212, -6.111, 1.820], [-0.570, 2.829, -0.252], [-4.933, -1.866, -2.530], [-4.446, -4.979, -0.023], [-2.661, -2.732, -1.756], [-0.399, -3.558, -0.962], [1.018, 1.634, 0.899], [-0.194, 5.194, -0.930], [-3.337, 0.943, 0.346], [-2.172, -7.363, 3.709], [-3.599, -2.496, -2.781], [-2.049, -3.463, -4.380], [1.512, 3.854, 0.350], [-4.632, 1.610, 0.343], [-1.129, -3.670, -3.345], [-1.732, -3.873, -5.772], [-2.326, -6.130, 2.896], [-1.412, -3.312, -2.040], [-3.267, -2.867, -4.075], [-6.704, 2.127, 1.428], [1.917, 2.659, 0.946], [-7.209, 2.601, 0.224], [-6.415, 2.609, -0.916], [-2.670, -3.823, 1.363], [-3.412, -4.976, 1.057], [-1.786, -3.807, 2.454], [0.658, 5.798, -1.225], [-5.174, -4.185, 0.160], [-8.220, 2.981, 0.178], [2.179, 4.700, 0.346], [-7.326, 2.123, 2.309], [-3.999, -4.819, -1.004], [0.550, -3.861, -1.394], [-0.954, -4.960, 4.041], [-3.053, -7.485, 4.342], [-0.809, -3.404, -6.115], [-3.978, -2.692, -4.868], [-3.792, -6.995, 1.601], [-1.450, -1.644, 2.604], [-6.798, 2.987, -1.851], [-0.738, -4.355, -0.299], [-5.005, 1.262, 2.426], [-0.800, 5.783, -0.241], [-2.117, -8.243, 3.071], [-2.535, -3.611, -6.454], [-0.798, 4.973, -1.806], [2.878, 2.556, 1.424], [-0.173, -4.113, -3.580], [-4.898, -0.808, -2.795], [-5.692, -2.328, -3.158], [-1.571, -4.950, -5.819], [0.010, -2.678, 2.303], [-0.220, -2.642, -0.360], [-0.735, -2.624, 3.892], [-1.296, -7.324, 4.349], [-1.548, 2.840, -0.729], [-5.236, -1.961, -1.478], [-4.491, 2.128, -1.736], [-4.971, -5.928, -0.035]], "forces_ev_per_angstrom": [[-0.2, -0.3, 1.3], [0.1, -2.5, -0.4], [0.2, 0.7, 0.1], [0.1, 0.0, -1.1], [1.1, -0.2, -0.5], [1.9, 2.8, -0.2], [0.7, 0.4, -0.3], [-0.3, 0.1, 0.0], [0.2, -0.1, -0.3], [0.1, 0.7, -0.1], [0.0, -0.2, 0.2], [0.7, -0.1, 0.3], [-0.5, 0.5, -0.7], [-0.2, -0.8, 0.3], [-0.1, 0.0, 0.2], [-0.1, -0.1, -0.1], [-0.3, 0.1, 0.2], [0.2, 0.1, 0.2], [-1.2, -1.2, -0.3], [-0.1, 0.2, 0.0], [-1.4, 0.7, 1.2], [0.1, 0.1, 0.0], [-0.1, -0.1, 0.1], [-0.2, 0.2, 0.2], [-0.7, -0.5, -0.1], [-0.2, 0.2, -0.3], [-0.1, 0.2, 0.2], [0.1, -0.1, -0.2], [0.2, -0.2, 0.2], [0.1, -0.2, 0.2], [0.1, 0.1, 0.1], [-0.1, 0.1, 0.1], [0.0, 0.1, 0.1], [0.0, 0.0, 0.0], [0.0, 0.1, 0.0], [-0.5, 1.1, -0.8], [-0.1, -0.8, 0.0], [0.7, 0.0, 0.8], [0.0, 0.1, -0.1], [-0.1, -0.1, -0.1], [0.0, 0.0, 0.0], [0.1, 0.1, 0.0], [-0.1, 0.1, 0.1], [0.0, 0.0, 0.0], [0.1, 0.0, 0.0], [0.1, 0.0, 0.1], [-0.1, 0.0, 0.1], [0.0, 0.0, 0.0], [-0.1, 0.0, -0.1], [-0.1, -0.1, 0.0], [0.2, -0.5, 0.1], [-0.1, 0.1, 0.0], [0.1, 0.0, 0.1], [0.0, 0.0, 0.1], [0.0, 0.1, 0.0], [0.0, -0.1, 0.0], [0.0, 0.0, -0.1], [0.0, 0.1, -0.1], [0.1, -0.1, 0.0], [0.2, 0.0, 0.0], [0.0, 0.1, 0.1], [-0.1, 0.0, 0.1], [0.0, -0.1, 0.0], [-0.1, 0.1, 0.0], [0.0, -0.6, -0.3], [0.0, 0.0, 0.0], [0.0, 0.0, 0.1], [0.2, 0.0, 0.1], [-0.1, 0.1, -0.4], [0.0, -0.1, -0.1], [-0.1, 0.0, 0.0]], "lumo_ev": [-6.14, -9.92], "orbital_gap_ev": [6.65, 3.64], "multiplicity": 4, "charge": 2, "largest_force_ev_per_a": 3.4, "e_above_lowest_ev": 1.016}

{"formula": "C31H33BrMnN3O3S", "method": "wB97M-V/def2-TZVPD", "symbols": ["Br", "Mn", "S", "O", "O", "O", "N", "N", "N", "C", "C", "C", "C", "C", "C", "C", "C", "C", "C", "C", "C", "C", "C", "C", "C", "C", "C", "C", "C", "C", "C", "C", "C", "C", "C", "C", "C", "C", "C", "C", "H", "H", "H", "H", "H", "H", "H", "H", "H", "H", "H", "H", "H", "H", "H", "H", "H", "H", "H", "H", "H", "H", "H", "H", "H", "H", "H", "H", "H", "H", "H", "H", "H"], "xyz": [[-3.238, 0.859, -3.865], [0.067, 0.507, -0.029], [-0.041, 1.346, 2.699], [-1.389, 0.663, -1.534], [0.215, -1.459, 0.034], [-1.943, 0.475, 0.556], [0.957, 3.765, 2.971], [2.495, 2.073, 3.003], [2.136, 0.745, -0.158], [1.207, 2.456, 2.911], [0.302, -3.407, -1.304], [3.028, -0.252, -0.067], [0.828, -2.765, 2.526], [1.499, 3.009, -0.402], [4.839, 1.247, -0.394], [-4.627, 0.692, 0.093], [-0.632, 4.778, -0.367], [2.096, -1.909, 2.602], [4.386, -0.047, -0.171], [0.700, -3.447, 1.188], [0.667, -1.518, -3.028], [1.725, 4.375, -0.592], [-5.992, 0.786, -0.088], [-0.435, -1.993, 2.920], [-0.867, 3.422, -0.186], [-0.144, -2.736, -2.582], [0.831, -5.458, -0.142], [3.927, 2.279, -0.490], [0.402, -2.711, -0.029], [0.899, -4.800, 1.089], [2.569, 2.006, -0.362], [0.201, 2.541, -0.209], [-3.742, 0.704, -0.989], [-2.298, 0.605, -0.655], [-4.271, 0.816, -2.279], [0.537, -4.760, -1.315], [0.659, 5.254, -0.577], [-1.645, -2.434, -2.509], [-6.500, 0.895, -1.375], [-5.644, 0.909, -2.463], [5.898, 1.448, -0.493], [4.260, 3.291, -0.662], [5.065, -0.883, -0.091], [2.726, 4.753, -0.760], [1.682, 4.453, 3.092], [2.672, 1.091, 3.128], [-1.878, 3.076, -0.019], [-6.655, 0.776, 0.766], [-0.002, -3.497, -3.354], [0.402, -0.616, -2.482], [-1.987, -2.004, -3.450], [-1.466, 5.469, -0.358], [2.025, -1.035, 1.956], [2.227, -1.544, 3.622], [2.979, -2.493, 2.333], [-2.217, -3.342, -2.316], [0.443, -1.315, -4.076], [3.224, 2.718, 3.260], [-0.309, -1.573, 3.918], [0.954, -3.576, 3.248], [1.006, -6.525, -0.186], [1.126, -5.370, 1.981], [-1.300, -2.657, 2.941], [-0.650, -1.174, 2.236], [0.013, 4.076, 2.819], [-1.862, -1.709, -1.726], [-7.567, 0.970, -1.539], [-4.205, 0.605, 1.085], [-6.035, 0.996, -3.466], [0.470, -5.301, -2.250], [1.742, -1.690, -2.949], [0.828, 6.311, -0.734], [2.625, -1.240, 0.095]], "forces_ev_per_angstrom": [[0.0, 0.0, 0.1], [-0.8, -1.3, 1.3], [-0.4, -0.7, -0.8], [0.7, 0.1, 0.4], [-0.6, 4.6, 0.0], [1.3, 0.0, -0.1], [-0.1, -0.4, 0.0], [-0.6, 0.0, 0.0], [-0.4, 0.1, -0.3], [1.2, 1.0, -0.1], [0.1, 0.9, 1.2], [-0.1, -0.3, -0.2], [-0.2, 0.0, -0.1], [0.0, 0.0, 0.0], [0.1, -0.1, 0.0], [0.1, 0.0, 0.0], [0.0, 0.1, 0.0], [-0.1, 0.1, 0.3], [0.0, 0.2, 0.0], [-0.2, 0.8, -1.2], [0.0, 0.0, -0.1], [0.0, -0.1, 0.0], [0.0, 0.0, 0.0], [0.0, -0.1, 0.1], [0.0, -0.1, 0.1], [0.0, 0.0, 0.1], [0.0, 0.1, 0.0], [-0.2, 0.1, 0.0], [0.5, -3.3, -0.2], [0.1, -0.6, -0.5], [0.1, 0.0, 0.0], [0.0, 0.0, 0.0], [0.1, 0.0, 0.1], [-0.7, 0.0, -0.7], [0.0, 0.0, -0.1], [0.2, -0.6, 0.6], [0.0, 0.0, 0.0], [0.0, 0.0, -0.2], [0.0, 0.0, 0.0], [0.0, 0.0, 0.0], [0.0, 0.0, 0.0], [0.0, 0.0, 0.0], [0.0, 0.0, 0.0], [0.0, 0.0, 0.0], [0.0, 0.0, 0.0], [0.0, -0.1, 0.0], [0.0, 0.0, 0.0], [0.0, 0.0, 0.0], [0.0, 0.0, 0.0], [0.0, 0.0, 0.1], [0.0, 0.0, 0.0], [0.0, 0.0, 0.0], [-0.1, -0.1, 0.1], [0.1, 0.0, 0.1], [0.0, 0.1, 0.0], [0.0, 0.0, 0.0], [0.0, 0.0, 0.0], [0.0, 0.0, 0.0], [0.0, 0.0, 0.1], [0.0, 0.1, 0.1], [0.0, 0.0, 0.0], [0.0, 0.0, 0.0], [0.0, 0.0, 0.0], [0.0, -0.2, 0.1], [-0.1, 0.0, 0.0], [0.0, -0.1, 0.0], [0.0, 0.0, 0.0], [0.0, 0.0, 0.0], [0.0, 0.0, 0.0], [0.0, 0.0, 0.0], [0.0, 0.0, 0.0], [0.0, 0.0, 0.0], [0.0, 0.0, -0.2]], "lumo_ev": [-6.14, -4.12], "orbital_gap_ev": [3.75, 5.45], "multiplicity": 4, "charge": 1, "largest_force_ev_per_a": 4.6}